[1]
The following is a quantum chemistry calculation of a structure of composition C65H73FeGe2N2S5 in a non-equilibrium geometry, from the OMol25 dataset.

Output
⟨S²⟩ = 8.774
electronic energy = -273174.7987 eV
energy relative to the best compared isomer or geometry (same formula, charge and spin) = 0.0000 eV
Kohn-Sham gap (spin up / spin down) = 7.358 / 7.250 eV

Geometry as ORCA input:
```
! RIJCOSX wB97M-V def2-TZVPD def2/J DEFGRID3
* xyz 0 6
Fe -0.266 -0.018 -0.309
C 0.401 0.837 1.943
C 1.629 0.436 1.340
C 1.860 1.277 0.224
C 0.795 2.203 0.139
C -0.104 1.937 1.215
C -1.301 2.737 1.620
C 0.718 3.319 -0.850
C 3.048 1.253 -0.688
C 2.603 -0.562 1.881
C -0.254 0.262 3.162
H -1.113 3.238 2.574
H -2.171 2.092 1.751
H -1.549 3.490 0.874
H 1.447 4.098 -0.606
H -0.273 3.769 -0.866
H 0.942 2.955 -1.854
H 2.739 1.045 -1.717
H 3.759 0.488 -0.381
H 3.559 2.219 -0.685
H 3.418 -0.046 2.396
H 3.038 -1.166 1.084
H 2.128 -1.238 2.591
H -0.201 0.960 4.001
H 0.216 -0.673 3.464
H -1.311 0.065 2.963
C 4.725 -1.764 -2.925
C 3.543 -1.357 -3.764
C 2.583 -2.281 -4.153
C 1.496 -1.910 -4.931
C 0.478 -2.938 -5.355
C 1.355 -0.571 -5.319
C 2.310 0.373 -4.937
C 2.165 1.830 -5.290
C 3.393 -0.039 -4.170
C 0.236 -0.223 -6.240
C 0.554 -0.215 -7.596
C -0.419 -0.028 -8.561
C -1.737 0.114 -8.171
C -2.089 0.115 -6.822
C -1.096 -0.017 -5.844
Ge -1.610 0.120 -3.905
S 0.134 0.309 -2.563
S -3.112 1.683 -3.211
Ge -3.733 0.003 -1.788
S -2.519 0.007 0.044
S -2.931 -1.611 -3.186
C -5.670 -0.075 -1.328
C -6.281 -1.319 -1.141
C -7.650 -1.376 -0.890
C -8.401 -0.216 -0.791
C -7.780 1.013 -0.927
C -6.414 1.099 -1.193
C -5.803 2.455 -1.288
C -5.976 3.224 -2.441
C -6.779 2.729 -3.612
C -5.415 4.496 -2.496
C -4.711 5.027 -1.427
C -4.084 6.393 -1.510
C -4.600 4.269 -0.267
C -5.141 2.995 -0.174
C -5.070 2.234 1.123
C -5.520 -2.602 -1.177
C -5.425 -3.347 -2.355
C -6.025 -2.869 -3.652
C -4.764 -4.572 -2.326
C -4.205 -5.069 -1.160
C -3.563 -6.431 -1.121
C -4.310 -4.312 0.003
C -4.975 -3.095 0.021
C -5.172 -2.355 1.316
C -3.552 0.179 -6.537
C -4.222 1.401 -6.512
C -3.490 2.716 -6.566
C -5.611 1.403 -6.431
C -6.339 0.230 -6.330
C -7.839 0.243 -6.207
C -5.650 -0.979 -6.355
C -4.273 -1.027 -6.490
C -3.571 -2.353 -6.612
H 4.603 -2.775 -2.539
H 4.846 -1.082 -2.083
H 5.646 -1.729 -3.512
H 2.687 -3.317 -3.847
H 0.722 -3.913 -4.933
H 0.442 -3.029 -6.442
H -0.525 -2.650 -5.029
H 1.245 2.019 -5.837
H 3.006 2.171 -5.898
H 2.150 2.430 -4.378
H 4.136 0.696 -3.872
H 1.586 -0.375 -7.887
H -0.156 -0.021 -9.612
H -2.524 0.210 -8.909
H -8.117 -2.347 -0.771
H -9.464 -0.270 -0.592
H -8.347 1.931 -0.828
H -6.863 1.644 -3.622
H -6.314 3.048 -4.541
H -7.788 3.149 -3.582
H -5.535 5.083 -3.401
H -4.385 6.905 -2.423
H -2.996 6.308 -1.508
H -4.372 7.005 -0.654
H -4.089 4.690 0.593
H -4.688 2.873 1.920
H -4.411 1.369 1.038
H -6.057 1.868 1.411
H -6.451 -1.872 -3.558
H -6.812 -3.552 -3.983
H -5.256 -2.838 -4.426
H -4.697 -5.151 -3.242
H -3.371 -6.808 -2.126
H -4.226 -7.138 -0.618
H -2.630 -6.411 -0.559
H -3.879 -4.694 0.924
H -4.661 -2.867 2.131
H -6.235 -2.284 1.558
H -4.781 -1.340 1.252
H -2.415 2.578 -6.659
H -3.683 3.279 -5.650
H -3.836 3.318 -7.408
H -6.130 2.355 -6.462
H -8.230 1.258 -6.261
H -8.145 -0.193 -5.254
H -8.295 -0.351 -7.001
H -6.212 -1.906 -6.299
H -4.295 -3.165 -6.675
H -2.934 -2.530 -5.743
H -2.937 -2.381 -7.499
N -0.050 -3.180 -1.976
C 0.115 -3.521 -0.700
S 0.462 -2.366 0.479
N 0.052 -4.850 -0.465
C 0.202 -5.614 0.711
C 0.575 -6.947 0.541
C 0.697 -7.785 1.634
C 0.444 -7.305 2.910
C 0.061 -5.984 3.077
C -0.063 -5.132 1.989
H 0.000 -2.195 -2.221
H -0.573 -3.770 -2.606
H -0.038 -5.412 -1.298
H 0.769 -7.319 -0.459
H 0.990 -8.816 1.485
H 0.540 -7.960 3.766
H -0.158 -5.610 4.069
H -0.369 -4.106 2.119
*
```

[2]
The following is a quantum chemistry calculation of a cluster of 4 separate species, C30H63Cl2N3O8PS4 in total in a non-equilibrium geometry, from the OMol25 dataset.

Output
electronic energy = -130640.6867 eV
energy relative to the best compared isomer or geometry (same formula, charge and spin) = 3.4083 eV
Kohn-Sham gap = 8.396 eV

Geometry as ORCA input:
```
! RIJCOSX wB97M-V def2-TZVPD def2/J DEFGRID3
* xyz 1 1
C -1.896 -0.410 -3.429
C -1.764 0.105 -2.347
C -1.356 0.346 -0.854
C -2.528 1.254 -0.338
O -2.921 2.303 -1.248
C -4.335 2.555 -1.115
C -4.611 4.043 -1.577
C -1.560 -1.022 0.014
C -1.934 -0.783 1.561
C -1.681 -2.068 2.457
C -2.998 -2.399 3.268
Cl -2.777 -4.001 4.131
C -2.690 -2.040 -0.420
C -2.220 -3.552 -0.618
C -3.411 -4.264 -1.433
C -4.805 -4.188 -0.704
S -6.125 -3.392 -1.743
O -5.769 -3.376 -3.159
O -7.352 -4.179 -1.594
Cl -6.360 -1.443 -1.099
C -0.062 -1.545 -0.282
N 0.961 -0.436 -0.183
N 2.234 -0.677 -0.681
C 2.416 -1.637 -1.760
C 3.751 -1.297 -2.579
P 1.362 -0.570 1.617
O 2.832 -0.491 1.900
C 0.169 0.799 -0.644
C 0.840 1.340 -1.975
C 0.183 2.581 -2.682
C 0.803 4.000 -2.307
C 0.180 2.072 0.307
C 1.595 2.667 0.662
C 1.315 4.044 1.414
N 1.358 5.334 0.731
O 1.015 4.005 2.591
H -1.991 -0.680 -4.503
H -2.411 1.727 0.673
H -3.444 0.584 -0.252
H -4.893 1.878 -1.823
H -4.724 2.358 -0.076
H -5.678 4.357 -1.427
H -4.365 4.086 -2.677
H -3.896 4.712 -1.026
H -1.310 0.046 2.022
H -2.999 -0.449 1.692
H -1.262 -2.949 1.906
H -0.911 -1.800 3.246
H -3.922 -2.389 2.636
H -3.093 -1.637 4.096
H -3.270 -1.770 -1.340
H -3.466 -2.094 0.402
H -2.146 -4.129 0.345
H -1.320 -3.677 -1.271
H -3.131 -5.332 -1.677
H -3.414 -3.740 -2.438
H -4.789 -3.748 0.325
H -5.165 -5.252 -0.580
H 0.227 -2.538 0.182
H -0.246 -1.893 -1.348
H 2.891 0.092 -0.618
H 1.596 -1.692 -2.530
H 2.548 -2.689 -1.365
H 3.414 -0.780 -3.524
H 4.265 -2.279 -2.855
H 4.426 -0.586 -2.037
H 0.720 0.414 2.408
H 0.935 -1.842 2.130
H 0.832 0.487 -2.723
H 1.937 1.599 -1.864
H 0.382 2.461 -3.791
H -0.929 2.678 -2.585
H 0.240 4.479 -1.468
H 0.633 4.661 -3.209
H 1.912 3.945 -2.144
H -0.438 2.927 -0.101
H -0.392 1.779 1.241
H 2.247 2.926 -0.207
H 2.210 2.065 1.383
H 1.770 6.045 1.351
H 0.376 5.635 0.616
C 1.799 -6.631 2.095
S 0.437 -5.594 2.657
O 0.018 -4.740 1.498
C 1.423 -4.560 3.755
H 1.412 -7.336 1.360
H 2.572 -6.014 1.634
H 2.211 -7.180 2.942
H 2.220 -4.071 3.190
H 1.848 -5.175 4.549
H 0.771 -3.804 4.193
C 7.668 -5.128 -1.393
S 6.339 -4.007 -0.918
O 5.995 -3.189 -2.119
C 7.340 -2.974 0.168
H 7.271 -5.846 -2.110
H 8.481 -4.566 -1.855
H 8.029 -5.659 -0.511
H 8.174 -2.546 -0.391
H 7.712 -3.573 0.999
H 6.712 -2.171 0.554
C -0.025 10.574 1.368
S 0.031 8.839 0.886
O -1.338 8.454 0.440
C 0.254 8.195 2.558
H -0.200 11.173 0.474
H -0.837 10.737 2.078
H 0.929 10.860 1.813
H -0.576 8.510 3.192
H 1.199 8.559 2.965
H 0.278 7.106 2.510
*
```

[3]
The following is a quantum chemistry calculation of the ion C8H6O2P with charge -1 in a non-equilibrium geometry, from the OMol25 dataset.

Output
SMILES = O=[P@@]1([O-])C=Cc2ccccc21
electronic energy = -21778.3967 eV
energy relative to the best compared isomer or geometry (same formula, charge and spin) = 1.8541 eV
Kohn-Sham gap = 8.245 eV

Geometry as ORCA input:
```
! RIJCOSX wB97M-V def2-TZVPD def2/J DEFGRID3
* xyz -1 1
O 3.021 -0.409 -1.276
P 2.308 -0.025 -0.062
O 2.923 -0.329 1.257
C 1.595 2.099 0.094
C 0.273 1.972 0.035
C -0.258 0.610 0.001
C -1.626 0.464 -0.095
C -2.228 -0.795 -0.031
C -1.484 -1.915 0.049
C -0.060 -1.787 0.136
C 0.559 -0.559 -0.010
H 2.130 2.933 0.015
H -0.404 2.737 -0.014
H -2.302 1.408 -0.177
H -3.249 -0.990 -0.115
H -1.869 -2.849 0.061
H 0.672 -2.565 0.131
*
```

[4]
The following is a quantum chemistry calculation of a structure of composition C3H7BFFeNO5S in a non-equilibrium geometry, from the OMol25 dataset.

Output
⟨S²⟩ = 8.760
electronic energy = -63530.4003 eV
Kohn-Sham gap (spin up / spin down) = 6.200 / 5.086 eV

Geometry as ORCA input:
```
! RIJCOSX wB97M-V def2-TZVPD def2/J DEFGRID3
* xyz 3 6
O -0.892 -2.751 0.366
C -0.873 -1.811 1.117
C -1.500 -0.472 0.681
N -0.633 0.405 -0.144
C 0.658 0.698 0.512
B 1.354 2.109 -0.085
O 2.469 1.984 -0.793
O 0.735 3.280 0.129
S -0.427 -0.199 -1.687
O -0.053 0.817 -2.589
O -1.649 -0.772 -2.070
F 0.673 -1.317 -1.676
H -0.417 -1.935 2.100
H -2.478 -0.636 0.249
H -1.663 0.073 1.605
H 1.379 -0.116 0.481
H 0.438 0.884 1.560
H 2.830 1.104 -0.658
H 0.446 3.332 1.061
Fe -0.397 -4.675 -0.160
*
```

[5]
The following is a quantum chemistry calculation of the molecule C18H21FN2O, from the OMol25 dataset.

Output
SMILES = CCN(CC)c1ccc(NC(=O)c2cccc(F)c2)c(C)c1
electronic energy = -26752.6304 eV
energy relative to the best compared isomer or geometry (same formula, charge and spin) = 0.0000 eV
Kohn-Sham gap = 8.157 eV

Geometry as ORCA input:
```
! RIJCOSX wB97M-V def2-TZVPD def2/J DEFGRID3
* xyz 0 1
C -3.596 -2.856 0.090
C -2.617 -2.015 0.907
N -2.551 -0.638 0.465
C -3.803 0.091 0.429
C -4.412 0.208 -0.971
C -1.365 0.064 0.526
C -0.221 -0.425 1.170
C 0.955 0.295 1.177
C 1.046 1.527 0.544
N 2.244 2.266 0.552
C 3.518 1.822 0.421
O 4.465 2.557 0.632
C 3.699 0.413 -0.045
C 2.978 -0.097 -1.120
C 3.215 -1.384 -1.568
C 4.167 -2.179 -0.953
C 4.887 -1.650 0.103
F 5.822 -2.416 0.703
C 4.679 -0.364 0.562
C -0.088 2.055 -0.081
C -0.024 3.396 -0.750
C -1.260 1.323 -0.081
H -3.512 -3.896 0.397
H -4.625 -2.543 0.241
H -3.356 -2.788 -0.968
H -1.628 -2.457 0.782
H -2.891 -2.073 1.972
H -4.516 -0.413 1.090
H -3.641 1.095 0.835
H -5.292 0.846 -0.934
H -3.698 0.640 -1.667
H -4.706 -0.764 -1.354
H -0.241 -1.360 1.706
H 1.814 -0.098 1.700
H 2.165 3.256 0.752
H 2.238 0.515 -1.612
H 2.654 -1.774 -2.404
H 4.362 -3.187 -1.283
H 5.265 0.033 1.376
H -0.925 3.581 -1.329
H 0.071 4.191 -0.008
H 0.837 3.455 -1.415
H -2.112 1.747 -0.587
*
```

[6]
The following is a quantum chemistry calculation of a structure of composition C8H6ClN2OS in a non-equilibrium geometry, from the OMol25 dataset.

Output
electronic energy = -36780.2377 eV
energy relative to the best compared isomer or geometry (same formula, charge and spin) = 0.0000 eV
Kohn-Sham gap = 6.853 eV

Geometry as ORCA input:
```
! RIJCOSX wB97M-V def2-TZVPD def2/J DEFGRID3
* xyz -1 1
O 3.124 -1.155 -0.490
C 3.149 0.025 -0.314
C 2.172 0.813 0.512
C 0.708 0.468 0.334
C -0.197 1.560 0.328
C -1.555 1.388 0.191
C -2.075 0.079 0.071
N -3.358 -0.299 -0.018
S -3.339 -1.904 -0.191
N -1.795 -2.196 -0.039
C -1.164 -1.009 0.085
C 0.229 -0.816 0.213
H 3.966 0.614 -0.771
H 2.467 0.758 1.561
H 2.299 1.856 0.228
H 0.200 2.560 0.441
H -2.235 2.227 0.183
H 0.898 -1.659 0.208
Cl -3.493 -3.310 -2.530
*
```